Version 1
C6H10N as an isolated structure. Source: the OMol25 dataset; level of theory: wB97M-V/def2-TZVPD.

Summary:
- Spin multiplicity: 1
- LUMO (spin up / spin down): -0.1786 / -0.1915 Eh
- Frontier orbital gap (spin up / spin down): 7.834 / 7.308 eV
- Total charge: +1
- HOMO level (spin up / spin down): -12.69 / -12.52 eV

Each line ends with the Mulliken charge.
CARTESIAN COORDINATES (ANGSTROEM)
C -1.277 -1.720 -1.391  -0.135
C 0.902 1.241 -0.634  -0.379
C 0.506 -0.955 0.228  -0.593
C -0.276 0.540 -1.218  -0.433
C 0.516 0.505 0.633  0.482
C -0.034 0.857 1.932  -1.386
N -0.411 -0.857 -0.884  0.151
H -1.989 -1.304 -2.080  0.244
H -1.437 -2.718 -1.046  0.294
H 1.884 0.915 -0.963  0.237
H 1.045 2.395 -0.638  0.328
H 1.603 -1.267 -0.013  0.253
H 0.128 -1.622 1.037  0.409
H -0.847 0.928 -2.069  0.417
H 0.439 0.274 2.624  0.466
H -1.104 0.868 2.144  0.331
H 0.352 1.920 2.339  0.313

=====

Version 2
An isolated ion of composition C6H10N and charge +1. Source: the OMol25 dataset; level of theory: wB97M-V/def2-TZVPD.

Summary:
- Spin multiplicity: 1
- LUMO: -0.1831 Eh
- SMILES string: CC#CC=[N+](C)C
- Frontier orbital gap: 9.523 eV
- Total charge: +1
- HOMO level: -14.50 eV

Each line ends with the Mulliken charge.
CARTESIAN COORDINATES (ANGSTROEM)
C -1.007 0.731 0.347  -0.295
C -2.081 0.167 0.080  0.901
C 0.317 1.092 0.417  0.077
C -3.419 -0.281 -0.052  -1.412
C 2.646 0.484 0.173  -0.993
C 0.879 -1.113 -0.435  -0.958
N 1.228 0.217 0.164  0.086
H 0.682 2.018 0.917  0.378
H -4.067 0.373 0.459  0.335
H -3.649 -0.173 -1.118  0.337
H -3.595 -1.323 0.230  0.337
H 3.275 -0.110 0.776  0.429
H 3.061 1.496 0.411  0.323
H 3.219 0.326 -0.725  0.383
H 1.668 -1.208 -1.226  0.325
H -0.058 -0.979 -0.828  0.348
H 0.901 -1.717 0.408  0.401

=====

Version 3
A 2-piece molecular cluster, C6H10N overall. Source: the OMol25 dataset; level of theory: wB97M-V/def2-TZVPD.

Summary:
- Spin multiplicity: 1
- LUMO: -0.2135 Eh
- Frontier orbital gap: 7.834 eV
- Total charge: +1
- HOMO level: -13.64 eV

Each line ends with the Mulliken charge.
CARTESIAN COORDINATES (ANGSTROEM)
C 0.756 -0.082 0.052  0.566
C 0.007 -1.946 1.547  -0.126
C -2.121 0.376 -0.534  -0.352
C -3.223 -0.399 -0.280  -0.585
C 1.450 0.773 -0.643  -0.359
C 2.956 1.195 -0.466  -1.005
N 0.517 -0.981 0.865  -0.030
H 0.577 -2.354 2.390  0.277
H -1.060 -2.216 1.501  0.253
H -1.183 0.005 -1.095  0.214
H -2.054 1.458 -0.319  0.228
H -4.111 0.043 0.148  0.267
H -3.336 -1.483 -0.654  0.248
H 0.987 1.491 -1.206  0.426
H 3.490 0.606 0.294  0.345
H 2.965 2.274 -0.045  0.319
H 3.383 1.241 -1.553  0.313

=====

Version 4
A 2-piece molecular cluster, C6H10N overall. Source: the OMol25 dataset; level of theory: wB97M-V/def2-TZVPD.

Summary:
- Spin multiplicity: 1
- LUMO: -0.1599 Eh
- Frontier orbital gap: 9.352 eV
- Total charge: +1
- HOMO level: -13.70 eV

Each line ends with the Mulliken charge.
CARTESIAN COORDINATES (ANGSTROEM)
C -1.908 0.522 -0.624  0.456
C -1.044 -0.477 -0.505  -0.621
C 0.422 -0.001 -0.734  0.052
C 1.230 -1.834 1.610  -0.540
C 0.489 1.385 -0.154  -1.188
C 1.548 -1.200 0.512  -0.187
N -2.538 1.462 -0.709  -0.036
H -1.067 -0.910 0.480  0.143
H -1.243 -1.318 -1.231  0.345
H 0.735 -0.050 -1.874  0.381
H 2.083 -2.493 2.062  0.231
H 0.266 -1.792 2.099  0.269
H -2.765 2.470 -0.800  0.370
H 1.352 1.885 0.249  0.349
H -0.293 1.497 0.641  0.278
H 0.313 2.076 -0.972  0.345
H 2.420 -1.221 -0.051  0.354

=====

Which structure loses on stability? version 4 does.

=====

Version 1
An isolated ion of composition C6H10N and charge +1. Source: the OMol25 dataset; level of theory: wB97M-V/def2-TZVPD.

Summary:
- Spin multiplicity: 1
- LUMO: -0.1605 Eh
- SMILES string: C=CC1=C[N+]1(C)C
- Frontier orbital gap: 9.608 eV
- Total charge: +1
- HOMO level: -13.98 eV

Each line ends with the Mulliken charge.
CARTESIAN COORDINATES (ANGSTROEM)
C -0.049 -0.859 0.242  0.734
C 0.873 -1.932 0.209  -0.378
C -0.803 0.031 -0.075  -0.308
C 0.421 -3.144 -0.376  -0.609
C 1.085 1.501 0.674  -0.905
C -0.911 0.917 2.189  -0.892
N 0.077 0.510 1.003  0.026
H -1.728 0.242 -0.542  0.354
H 1.718 -1.834 0.956  0.328
H 1.004 -4.063 -0.759  0.314
H -0.737 -3.224 -0.873  0.210
H 1.726 1.101 -0.145  0.358
H 0.635 2.336 0.087  0.347
H 1.441 2.120 1.471  0.354
H -1.491 1.884 1.787  0.327
H -1.599 0.130 2.193  0.390
H -0.400 1.094 3.077  0.350

=====

Version 2
An isolated ion of composition C6H10N and charge +1. Source: the OMol25 dataset; level of theory: wB97M-V/def2-TZVPD.

Summary:
- Spin multiplicity: 1
- LUMO (spin up / spin down): -0.2094 / -0.2094 Eh
- Frontier orbital gap (spin up / spin down): 8.445 / 8.444 eV
- Total charge: +1
- HOMO level (spin up / spin down): -14.14 / -14.14 eV

Each line ends with the Mulliken charge.
CARTESIAN COORDINATES (ANGSTROEM)
C -0.679 -0.421 2.649  -0.264
C 1.973 0.037 -2.345  -0.794
C 1.552 -0.015 -1.146  0.271
C 0.983 -0.068 0.093  -0.302
C -1.536 0.670 -0.506  -1.157
C -0.808 -0.429 0.234  0.200
N -1.160 -0.546 1.510  -0.203
H -1.323 -0.581 3.503  0.280
H 1.347 -0.121 -3.212  0.281
H 3.011 0.230 -2.585  0.271
H 0.363 -0.164 2.850  0.264
H 0.995 0.892 0.610  0.362
H 1.355 -0.896 0.695  0.369
H -1.150 0.772 -1.517  0.369
H -1.452 1.621 0.013  0.359
H -2.591 0.409 -0.565  0.344
H -0.879 -1.391 -0.282  0.350

=====

Version 3
An isolated ion of composition C6H10N and charge +1. Source: the OMol25 dataset; level of theory: wB97M-V/def2-TZVPD.

Summary:
- Spin multiplicity: 1
- LUMO: -0.1821 Eh
- SMILES string: C=[N+]=CC1(C)CC1
- Frontier orbital gap: 10.082 eV
- Total charge: +1
- HOMO level: -15.04 eV

Each line ends with the Mulliken charge.
CARTESIAN COORDINATES (ANGSTROEM)
C 2.882 0.096 0.274  -0.169
C 0.608 -0.942 -0.288  -0.272
C -1.563 -0.641 0.798  -0.699
C -1.908 -0.475 -0.654  -0.701
C -0.574 -0.119 -0.125  1.028
C -0.263 1.471 -0.169  -1.311
N 1.760 -0.468 -0.012  -0.051
H 3.411 -0.052 1.187  0.296
H 3.395 0.689 -0.534  0.281
H 0.565 -1.934 -0.680  0.478
H -1.895 0.018 1.549  0.266
H -1.468 -1.626 1.341  0.269
H -1.890 -1.450 -1.065  0.274
H -2.656 0.330 -1.020  0.250
H -1.230 1.906 -0.119  0.454
H 0.320 1.454 -1.116  0.345
H 0.509 1.742 0.634  0.261

=====

Version 4
An isolated ion of composition C6H10N and charge +1. Source: the OMol25 dataset; level of theory: wB97M-V/def2-TZVPD.

Summary:
- Spin multiplicity: 1
- LUMO: -0.1774 Eh
- SMILES string: C=[N+]1[C@@H]2C[C@@H]2[C@@H]1C
- Frontier orbital gap: 10.323 eV
- Total charge: +1
- HOMO level: -15.15 eV

Each line ends with the Mulliken charge.
CARTESIAN COORDINATES (ANGSTROEM)
C 1.215 -1.830 -0.119  -0.094
C -1.632 0.086 -0.662  -0.540
C -1.272 0.392 0.759  0.079
C -1.172 -1.033 0.263  -0.556
C 0.330 0.362 0.756  -0.237
C 0.991 1.342 -0.157  -1.002
N 0.293 -0.997 0.176  0.072
H 2.172 -1.452 0.061  0.278
H 0.880 -2.673 -0.579  0.329
H -2.705 0.036 -0.942  0.325
H -1.024 0.189 -1.558  0.149
H -1.982 0.911 1.505  0.353
H -1.811 -1.811 0.503  0.474
H 0.829 0.453 1.686  0.446
H 0.725 1.100 -1.211  0.232
H 2.082 1.123 -0.233  0.377
H 0.612 2.365 0.280  0.315

=====

Which structure loses on stability? version 1 does.

=====

Version 1
An isolated ion of composition C6H10N and charge +1. Source: the OMol25 dataset; level of theory: wB97M-V/def2-TZVPD.

Summary:
- Spin multiplicity: 1
- LUMO: -0.1236 Eh
- SMILES string: C1=C[C@H]([C@H]2C[NH2+]2)C1
- Frontier orbital gap: 10.258 eV
- Total charge: +1
- HOMO level: -13.62 eV

Each line ends with the Mulliken charge.
CARTESIAN COORDINATES (ANGSTROEM)
C -1.109 2.085 -0.864  -0.154
C -0.112 1.892 -0.015  -0.927
C -1.670 0.707 -0.771  -0.779
C 1.605 -0.850 0.834  -0.421
C -0.466 0.472 0.323  0.200
C 0.616 -0.372 -0.108  -0.385
N 0.657 -1.813 0.245  -0.129
H -1.627 2.956 -1.371  0.361
H 0.655 2.554 0.388  0.411
H -2.672 0.512 -0.419  0.313
H -1.274 0.050 -1.579  0.283
H 2.676 -0.819 0.493  0.290
H 1.382 -0.564 1.824  0.317
H -0.838 0.221 1.289  0.565
H 0.984 -0.263 -1.120  0.471
H 0.939 -2.389 -0.537  0.315
H -0.166 -2.124 0.659  0.268

=====

Version 2
An isolated ion of composition C6H10N and charge +1. Source: the OMol25 dataset; level of theory: wB97M-V/def2-TZVPD.

Summary:
- Spin multiplicity: 1
- LUMO: -0.1380 Eh
- SMILES string: CC1=CC/C1=C\[NH3+]
- Frontier orbital gap: 9.374 eV
- Total charge: +1
- HOMO level: -13.13 eV

Each line ends with the Mulliken charge.
CARTESIAN COORDINATES (ANGSTROEM)
C -0.193 1.722 0.031  -0.550
C -1.632 1.299 0.107  -0.451
C 1.105 -0.718 -0.032  -0.352
C 0.085 0.147 -0.061  0.088
C -1.390 -0.003 0.039  0.113
C -2.127 -1.285 -0.016  -1.116
N 2.487 -0.180 -0.050  -0.266
H 0.079 2.446 -0.764  0.397
H 0.105 2.053 1.111  0.263
H -2.419 1.947 0.535  0.361
H 0.929 -1.727 -0.199  0.412
H -2.400 -1.713 0.964  0.264
H -1.544 -1.931 -0.657  0.391
H -3.033 -0.931 -0.535  0.326
H 2.258 0.892 -0.228  0.400
H 3.027 -0.443 -0.788  0.336
H 3.063 -0.454 0.832  0.382

=====

Version 3
C6H10N as an isolated structure. Source: the OMol25 dataset; level of theory: wB97M-V/def2-TZVPD.

Summary:
- Spin multiplicity: 1
- LUMO: -0.1877 Eh
- Frontier orbital gap: 10.427 eV
- Total charge: +1
- HOMO level: -15.53 eV

Each line ends with the Mulliken charge.
CARTESIAN COORDINATES (ANGSTROEM)
C 1.010 -0.706 0.707  -0.113
C 1.092 0.543 0.010  0.209
C -0.429 0.228 -0.156  -0.393
C -0.813 -0.914 -0.963  0.705
C 1.665 1.772 0.860  -1.280
C -2.273 -1.336 -0.950  -1.275
N -0.137 -1.258 0.389  -0.296
H 1.692 -0.922 1.667  0.357
H 1.792 0.631 -0.944  0.260
H -1.019 0.761 0.604  0.331
H -0.061 -0.915 -1.755  0.437
H 2.823 1.780 0.731  0.367
H 1.387 1.714 1.940  0.358
H 1.215 2.693 0.421  0.353
H -2.396 -2.103 -0.140  0.322
H -2.853 -1.591 -1.864  0.348
H -2.693 -0.378 -0.557  0.310

=====

Which structure loses on stability? version 3 does.

=====

Version 1
The molecule C3H9N3. Source: the OMol25 dataset; level of theory: wB97M-V/def2-TZVPD.

Summary:
- Spin multiplicity: 1
- LUMO: 0.0289 Eh
- SMILES string: [H]/N=C(\N)NCC
- Frontier orbital gap: 9.332 eV
- Total charge: 0
- HOMO level: -8.55 eV

Each line ends with the Mulliken charge.
CARTESIAN COORDINATES (ANGSTROEM)
C -1.864 -1.086 -0.672  -1.195
C -0.815 -0.532 0.326  -0.411
N 0.415 -0.216 -0.389  -0.239
C 1.446 0.581 0.078  0.406
N 1.052 1.783 0.760  -0.620
N 2.614 0.418 -0.402  -0.696
H -2.746 -1.104 -0.056  0.365
H -1.837 -0.438 -1.536  0.352
H -1.538 -2.080 -0.967  0.300
H -0.542 -1.265 1.101  0.303
H -1.328 0.352 0.715  0.349
H 0.784 -1.051 -0.825  0.274
H 0.584 2.413 0.124  0.264
H 0.406 1.570 1.514  0.282
H 3.367 0.655 0.229  0.264

=====

Version 2
A 2-piece molecular cluster, C3H9N3 overall. Source: the OMol25 dataset; level of theory: wB97M-V/def2-TZVPD.

Summary:
- Spin multiplicity: 1
- LUMO: 0.0321 Eh
- SMILES string: [H]/N=C/N.C=NC
- Frontier orbital gap: 10.013 eV
- Total charge: 0
- HOMO level: -9.14 eV

Each line ends with the Mulliken charge.
CARTESIAN COORDINATES (ANGSTROEM)
C -2.056 -0.210 0.948  -0.740
C -0.776 -0.574 2.841  -0.246
N -1.443 -1.111 1.920  -0.399
H -2.535 -0.799 0.165  0.264
H -1.338 0.428 0.434  0.264
H -2.862 0.353 1.423  0.335
H -0.159 -1.183 3.494  0.259
H -0.671 0.504 2.974  0.258
N 2.187 1.097 -1.456  -0.444
C 1.464 0.312 -2.298  0.124
N 1.683 -0.925 -2.501  -0.655
H 2.415 2.044 -1.703  0.208
H 2.606 0.709 -0.632  0.227
H 0.642 0.783 -2.845  0.299
H 0.842 -1.429 -2.763  0.246

=====

Which structure loses on stability? version 2 does.

=====

Version 1
C3H9N3 as an isolated structure. Source: the OMol25 dataset; level of theory: wB97M-V/def2-TZVPD.

Summary:
- Spin multiplicity: 1
- LUMO (spin up / spin down): 0.0199 / 0.0360 Eh
- Frontier orbital gap (spin up / spin down): 7.749 / 10.164 eV
- Total charge: 0
- HOMO level (spin up / spin down): -7.21 / -9.18 eV

Each line ends with the Mulliken charge.
CARTESIAN COORDINATES (ANGSTROEM)
C -0.681 -0.622 1.205  -0.714
C -0.184 0.437 0.153  0.692
C -1.355 1.179 -0.550  -1.501
N -0.324 -1.533 0.199  -0.153
N 0.338 -0.709 -0.600  -0.438
N 2.790 -0.500 -0.905  -0.490
H -0.282 -0.778 2.175  0.302
H -1.726 -0.814 1.536  0.211
H 0.592 1.184 0.367  0.339
H -1.167 2.253 -0.788  0.298
H -2.204 1.116 0.041  0.358
H -1.744 0.788 -1.426  0.431
H -0.004 -2.504 0.294  0.237
H 2.439 -0.531 -1.883  0.232
H 2.974 -1.483 -0.697  0.197

=====

Version 2
The molecule C3H9N3. Source: the OMol25 dataset; level of theory: wB97M-V/def2-TZVPD.

Summary:
- Spin multiplicity: 1
- LUMO: 0.0319 Eh
- SMILES string: [H]/N=C\NCCN
- Frontier orbital gap: 9.739 eV
- Total charge: 0
- HOMO level: -8.87 eV

Each line ends with the Mulliken charge.
CARTESIAN COORDINATES (ANGSTROEM)
C -1.119 -0.663 0.842  -0.652
C 0.178 -0.616 0.053  -0.687
C 1.272 0.806 -1.630  0.044
H -0.645 0.719 2.258  0.191
H -2.245 0.696 1.903  0.218
H -1.927 -0.827 0.125  0.375
H -1.107 -1.523 1.524  0.333
H 0.271 -1.560 -0.492  0.364
H 1.040 -0.558 0.731  0.337
H -0.435 1.256 -0.591  0.321
H 1.160 1.762 -2.143  0.349
H 2.352 -0.754 -1.361  0.236
N -1.320 0.623 1.508  -0.551
N 0.178 0.491 -0.879  -0.189
N 2.347 0.148 -1.848  -0.689

=====

Which structure loses on stability? version 1 does.

=====

Version 1
The molecule C3H9N3. Source: the OMol25 dataset; level of theory: wB97M-V/def2-TZVPD.

Summary:
- Spin multiplicity: 1
- LUMO: 0.0333 Eh
- SMILES string: [H]/N=C/N(N)CC
- Frontier orbital gap: 9.315 eV
- Total charge: 0
- HOMO level: -8.41 eV

Each line ends with the Mulliken charge.
CARTESIAN COORDINATES (ANGSTROEM)
C 2.143 0.103 -0.396  -0.855
C 0.878 -0.607 0.307  -0.445
C -1.641 -0.575 0.027  -0.002
H 2.980 -0.684 -0.432  0.321
H 2.457 0.948 0.416  0.235
H 2.158 0.338 -1.506  0.284
H 0.557 -1.777 -0.121  0.185
H 0.981 -0.776 1.445  0.284
H -0.750 1.968 0.989  0.220
H -1.112 1.808 -0.546  0.271
H -1.586 -1.625 0.157  0.309
H -3.456 -0.708 -0.304  0.240
N -0.412 0.079 0.169  0.259
N -0.459 1.458 0.121  -0.652
N -2.739 0.049 -0.327  -0.656

=====

Version 2
The molecule C3H9N3. Source: the OMol25 dataset; level of theory: wB97M-V/def2-TZVPD.

Summary:
- Spin multiplicity: 1
- LUMO: 0.0428 Eh
- SMILES string: NN(N)C1CC1
- Frontier orbital gap: 10.356 eV
- Total charge: 0
- HOMO level: -9.19 eV

Each line ends with the Mulliken charge.
CARTESIAN COORDINATES (ANGSTROEM)
C 1.414 0.671 -0.217  -0.753
C 1.097 0.548 1.267  -0.662
C 0.376 -0.233 0.241  0.113
N -1.112 -0.058 -1.575  -0.670
N -1.875 -0.543 0.690  -0.617
N -1.001 0.181 -0.150  0.065
H 1.185 1.623 -0.605  0.288
H 2.257 0.305 -0.582  0.328
H 1.764 -0.064 1.798  0.209
H 0.725 1.309 1.813  0.333
H 0.611 -1.268 0.155  0.292
H -0.572 -0.812 -1.973  0.265
H -0.600 0.718 -2.079  0.307
H -2.702 0.020 0.823  0.238
H -2.184 -1.249 0.100  0.262

=====

Which structure loses on stability? version 2 does.